[1]
122
Properties=species:S:1:pos:R:3:lowdin_charge:R:1 method="wB97M-V/def2-TZVPD" fmax_ha_per_bohr=0.020 e_lumo_ev=0.2936 e_above_lowest_ev=0.000 total_energy_ev=-132398.46069 smiles="CCCCCCC[C@@H]1C[C@H](COCCOCCOCC)OS(=O)(=O)[C@@]1(OCC)[C@@H](Cl)[C@@H](C)Cl.O=S1(=O)CCCC1.O=S1(=O)CCCC1.O=S1(=O)CCCC1"
C -3.56298 0.33031 2.88930 -0.099
C -2.64146 -0.52740 2.00176 -0.259
C -3.42461 -1.49555 1.09909 -0.223
C -2.59416 -2.59235 0.40530 -0.204
C -1.30651 -2.20914 -0.35463 -0.181
C -1.48202 -2.13850 -1.89189 -0.185
C -2.52957 -1.10683 -2.32705 -0.124
C -2.76766 -0.92600 -3.86865 -0.243
C -1.64308 -1.43252 -4.79185 -0.085
C -0.43937 -0.48645 -4.86424 -0.266
C 0.95100 -1.12555 -4.88929 -0.144
O 1.11725 -2.24198 -4.06044 -0.132
C 1.28342 -3.45184 -4.76784 -0.186
C 1.43867 -4.64173 -3.84273 -0.194
O 2.09408 -4.29818 -2.64557 -0.123
C 2.15797 -5.37960 -1.73407 -0.175
C 0.88578 -5.51053 -0.89359 -0.192
O 0.81244 -6.78524 -0.29395 -0.149
C 0.13906 -7.76140 -1.06308 -0.289
C -0.13389 -8.97448 -0.19330 -0.073
O -0.50684 0.46586 -3.75942 -0.192
S -1.61231 1.58675 -3.92405 0.691
O -1.32209 2.26762 -5.15883 -0.288
O -1.66908 2.23346 -2.64390 -0.236
C -3.16784 0.53568 -4.18517 -0.471
O -4.04670 1.02742 -3.23599 -0.156
C -5.45128 0.86170 -3.39266 -0.243
C -5.98001 -0.48629 -2.92626 -0.059
C -3.54071 0.78502 -5.68001 -0.558
Cl -4.59492 -0.55902 -6.25864 0.738
C -4.06011 2.17973 -6.18890 -0.685
C -5.38453 2.18418 -6.94956 -0.173
Cl -4.13573 3.44530 -4.92055 0.723
H -3.70199 -0.12018 3.87540 0.075
H -3.13741 1.32410 3.05178 0.035
H -4.54822 0.44889 2.42190 0.073
H -2.01739 0.13760 1.38593 0.086
H -1.94404 -1.10359 2.62493 0.112
H -4.00965 -0.91220 0.37496 0.098
H -4.16492 -2.01359 1.72765 0.112
H -3.24555 -3.12654 -0.30459 0.106
H -2.33582 -3.32817 1.18052 0.106
H -0.53895 -2.96211 -0.14304 0.084
H -0.89903 -1.25697 0.00651 0.105
H -1.77458 -3.14236 -2.24581 0.117
H -0.51712 -1.91081 -2.35063 0.098
H -3.49582 -1.41820 -1.90863 0.094
H -2.30560 -0.15297 -1.84519 0.114
H -3.64650 -1.54231 -4.10445 0.104
H -1.36075 -2.44201 -4.46379 0.112
H -2.02807 -1.53604 -5.81579 0.108
H -0.48226 0.11967 -5.77873 0.138
H 1.67664 -0.36016 -4.58143 0.146
H 1.17416 -1.38817 -5.93589 0.136
H 0.39891 -3.62081 -5.40234 0.126
H 2.14937 -3.36214 -5.43928 0.129
H 2.04894 -5.39057 -4.36995 0.131
H 0.45746 -5.09260 -3.63545 0.121
H 3.01498 -5.18167 -1.08027 0.133
H 2.35729 -6.32039 -2.26515 0.121
H 0.89137 -4.77517 -0.08420 0.121
H -0.00549 -5.32104 -1.51297 0.112
H 0.75355 -8.05093 -1.93041 0.116
H -0.79660 -7.32959 -1.44842 0.118
H -0.55582 -8.64503 0.76483 0.081
H -0.85537 -9.64192 -0.67657 0.076
H 0.77564 -9.54563 0.01052 0.076
H -5.87599 1.67101 -2.78635 0.133
H -5.74516 1.06264 -4.42751 0.072
H -5.74327 -1.30124 -3.61652 0.057
H -7.07486 -0.42000 -2.86483 0.086
H -5.60931 -0.72236 -1.92475 0.071
H -2.60830 0.61092 -6.22610 0.085
H -3.27655 2.52859 -6.87028 0.099
H -5.64025 3.22531 -7.17684 0.074
H -5.28258 1.64414 -7.89490 0.072
H -6.20727 1.75758 -6.37322 0.059
O -1.89177 3.64767 2.96437 -0.313
S -0.70075 2.92430 3.33433 0.658
O -0.79794 1.80201 4.24016 -0.336
C 0.17527 2.43697 1.85576 -0.228
C 1.11693 3.60067 1.58288 -0.203
C 1.69557 3.99685 2.94977 -0.217
C 0.53558 4.08309 3.94308 -0.213
H -0.54709 2.25108 1.07224 0.102
H 0.72101 1.52296 2.09722 0.100
H 1.89336 3.31549 0.87389 0.117
H 0.56013 4.43295 1.14792 0.123
H 2.39501 3.22434 3.27801 0.091
H 2.24238 4.93557 2.91623 0.093
H 0.80510 3.78622 4.95298 0.096
H 0.08242 5.07155 3.96503 0.110
O 2.86371 5.91100 5.12712 -0.331
S 4.07024 6.63854 5.45157 0.673
O 4.00220 7.93058 6.07949 -0.314
C 5.11222 5.51809 6.37043 -0.221
C 5.84885 4.75572 5.27832 -0.230
C 6.30426 5.80455 4.25389 -0.198
C 5.08732 6.69424 3.96437 -0.210
H 4.46874 4.89347 6.98642 0.107
H 5.77309 6.10801 7.00489 0.111
H 6.68478 4.18934 5.68166 0.119
H 5.16899 4.04395 4.81302 0.085
H 7.12207 6.39681 4.66804 0.117
H 6.66433 5.34153 3.33682 0.116
H 5.32130 7.73407 3.75200 0.102
H 4.47725 6.28271 3.16250 0.094
O 5.77374 1.65557 4.80851 -0.328
S 4.92503 0.99956 5.77513 0.664
O 5.30444 0.98895 7.16395 -0.321
C 3.25053 1.61927 5.60029 -0.222
C 2.61881 0.69989 4.56112 -0.223
C 3.07411 -0.72128 4.92789 -0.201
C 4.58551 -0.67090 5.19465 -0.213
H 3.29660 2.66886 5.31337 0.082
H 2.77001 1.52053 6.57320 0.116
H 1.53267 0.79347 4.56297 0.099
H 2.97976 0.96399 3.56371 0.115
H 2.55129 -1.04752 5.82824 0.120
H 2.84407 -1.43420 4.13807 0.116
H 4.91592 -1.36327 5.96445 0.102
H 5.17297 -0.81270 4.29004 0.103

---

[2]
113
Properties=species:S:1:pos:R:3:lowdin_charge:R:1 method="wB97M-V/def2-TZVPD" fmax_ha_per_bohr=0.069 e_lumo_ev=-2.7224 charge=+1 total_energy_ev=-73909.89498
C -4.28947 -0.49061 -1.87906 -0.077
C -3.10151 -1.25182 -2.52779 -0.219
C -3.30284 -1.34048 -4.05841 -0.190
C -2.01625 -1.17589 -4.86799 -0.182
N -1.30788 0.08136 -4.60386 0.017
C -1.42297 1.07530 -5.59820 -0.290
N -2.81652 1.70435 -5.70497 0.134
C -3.07039 2.52615 -4.48095 -0.050
C -1.97439 3.54226 -4.17756 -0.292
C -2.13672 3.89397 -2.69475 -0.106
C -1.81170 2.72097 -1.75078 -0.186
C -1.02218 3.10150 -0.48239 -0.172
C -0.06244 1.97700 -0.07359 -0.211
C -0.63957 1.02775 1.00641 -0.180
C 0.19121 -0.27040 1.01486 -0.203
C -0.59174 -1.48087 0.47471 -0.212
C 0.11156 -2.79017 0.80538 -0.200
C -0.64412 -4.03368 0.25332 -0.178
C -0.82448 -5.14225 1.32728 -0.189
C -2.31478 -5.28767 1.71738 -0.173
C -2.71747 -4.24806 2.77615 -0.120
N -3.69461 -3.25237 2.33474 -0.101
C -4.14386 -2.28773 3.18027 -0.113
C -5.05760 -1.51736 2.53899 -0.089
C -5.17541 -2.04846 1.22623 -0.125
C -4.31841 -3.09945 1.13417 -0.125
O -0.63889 3.06004 -4.35100 -0.104
C -0.40653 2.24835 -5.47156 -0.512
C 1.00690 1.57073 -5.29488 -0.592
Cl 1.34385 1.33932 -3.54630 0.750
C 2.19523 2.38334 -5.84312 -0.317
C 2.35258 3.79190 -5.27753 -0.120
P -0.39313 3.22858 -7.11406 0.978
O -1.84315 4.04177 -7.14740 -0.266
O -0.42707 2.09954 -8.33741 -0.254
H -4.47018 -0.94232 -0.90450 0.032
H -5.19702 -0.64154 -2.46006 0.077
H -4.07279 0.56439 -1.71988 0.050
H -2.18195 -0.73729 -2.23971 0.080
H -3.06815 -2.23519 -2.06542 0.101
H -4.08350 -0.62421 -4.34420 0.088
H -3.73263 -2.31973 -4.27359 0.120
H -2.23487 -1.31902 -5.92858 0.123
H -1.35527 -1.99748 -4.58418 0.126
H -1.50172 0.43663 -3.67529 0.085
H -1.22033 0.59977 -6.55875 0.141
H -3.51379 0.95492 -5.70553 0.163
H -2.96558 2.22300 -6.57534 0.154
H -3.28208 1.83505 -3.66823 0.116
H -3.99251 3.08147 -4.64631 0.153
H -2.14653 4.44532 -4.76421 0.142
H -1.59317 4.79831 -2.43401 0.125
H -3.20258 4.11133 -2.57092 0.126
H -2.74569 2.23081 -1.46929 0.094
H -1.22746 1.94776 -2.25192 0.067
H -0.44171 4.01207 -0.63083 0.109
H -1.74641 3.26649 0.31657 0.116
H 0.21493 1.34074 -0.91558 0.059
H 0.87352 2.36360 0.33087 0.114
H -0.50147 1.53451 1.96056 0.108
H -1.69464 0.81295 0.82983 0.106
H 1.06793 -0.17163 0.37007 0.108
H 0.54982 -0.51344 2.01672 0.093
H -0.61700 -1.39204 -0.61655 0.103
H -1.58802 -1.48973 0.92618 0.110
H 1.10026 -2.78348 0.34021 0.113
H 0.25267 -2.92312 1.87775 0.102
H -1.61712 -3.74295 -0.14293 0.084
H -0.03104 -4.47175 -0.53445 0.101
H -0.28755 -4.89213 2.23908 0.098
H -0.50608 -6.09754 0.91579 0.103
H -2.40908 -6.27268 2.17656 0.106
H -2.95845 -5.29293 0.84290 0.093
H -1.84559 -3.75895 3.20681 0.119
H -3.17790 -4.78565 3.60724 0.123
H -3.81838 -2.18517 4.20144 0.122
H -5.63409 -0.68299 2.89662 0.093
H -5.83406 -1.70265 0.44755 0.085
H -4.17713 -3.72309 0.27111 0.104
H 1.00168 0.58274 -5.74776 0.105
H 3.08906 1.82865 -5.55366 0.105
H 2.18649 2.36159 -6.93591 0.093
H 1.68395 4.49431 -5.76929 0.042
H 3.35638 4.13317 -5.53106 0.082
H 2.22314 3.84180 -4.20142 0.061
H -2.18081 4.08886 -8.05574 0.078
H 0.17170 1.37805 -8.09216 0.058
C 3.78831 0.89877 4.66343 -0.170
C 3.98081 -0.52262 5.17434 -0.165
C 2.54621 -0.99969 5.31176 -0.193
O 1.78240 -0.31408 4.30745 -0.159
C 2.57846 0.74259 3.75374 -0.216
H 4.65829 1.30087 4.14548 0.113
H 3.54852 1.56495 5.49581 0.116
H 4.50451 -1.11982 4.42276 0.119
H 4.53872 -0.58442 6.10694 0.090
H 2.13371 -0.73650 6.29084 0.120
H 2.44356 -2.07631 5.17042 0.116
H 2.87949 0.44643 2.74183 0.112
H 1.98023 1.65313 3.68543 0.115
C 7.90087 0.76424 8.42517 -0.170
C 8.09399 -0.66168 8.92715 -0.170
C 6.65639 -1.13785 9.06920 -0.198
O 5.89462 -0.44527 8.07214 -0.163
C 6.68791 0.61207 7.52040 -0.215
H 8.76803 1.16920 7.90590 0.113
H 7.66492 1.42547 9.26200 0.115
H 8.61379 -1.25533 8.17148 0.114
H 8.65587 -0.72863 9.85721 0.113
H 6.24775 -0.87958 10.05139 0.118
H 6.55070 -2.21301 8.92193 0.117
H 6.98494 0.32342 6.50546 0.117
H 6.08753 1.52105 7.46049 0.117

---

no.,frontier orbital gap (eV)
1,9.95
2,7.15